Entry 1:
The following is a DFT calculation (ωB97M-V/def2-TZVPD) of a molecular structure, C32H32N5O5SbV.

```
76
Properties=species:S:1:pos:R:3:lowdin_charge:R:1
V 0.792 0.444 -0.794 1.18
C 2.198 2.611 2.734 0.04
C 1.848 1.610 1.705 -0.17
N 1.323 1.903 0.559 0.00
N 1.049 3.191 0.209 0.17
C 0.411 3.184 -0.912 -0.26
O 0.186 1.924 -1.412 -0.09
C -0.064 4.336 -1.613 -0.16
C 0.289 5.614 -1.160 0.00
C -0.185 6.719 -1.832 -0.03
C -1.010 6.557 -2.942 -0.01
C -1.360 5.289 -3.395 -0.03
C -0.885 4.173 -2.737 0.00
C 2.040 0.166 1.863 -0.19
C 2.528 -0.456 2.985 0.06
C 2.604 -1.847 2.995 0.03
C 2.193 -2.562 1.882 0.02
C 1.704 -1.869 0.787 -0.06
N 1.645 -0.534 0.783 0.00
H 1.990 3.617 2.386 0.09
H 1.616 2.416 3.640 0.13
H 3.254 2.525 3.003 0.12
H 0.927 5.721 -0.292 0.12
H 0.080 7.712 -1.495 0.12
H -1.385 7.430 -3.461 0.13
H -2.003 5.180 -4.257 0.12
H -1.149 3.181 -3.080 0.12
H 2.821 0.129 3.847 0.14
H 2.966 -2.366 3.874 0.14
H 2.222 -3.643 1.862 0.14
H 1.333 -2.391 -0.087 0.14
O 2.371 0.437 -1.564 -0.31
O 2.808 -0.866 -1.938 -0.38
C 4.838 0.700 -3.884 -0.18
Sb 4.770 -0.761 -2.379 1.72
C 5.091 -2.804 -2.723 -0.17
C 5.520 -0.054 -0.554 -0.19
H 5.788 0.607 -4.410 0.05
H 4.764 1.659 -3.381 0.04
H 4.004 0.530 -4.560 0.05
H 6.157 -2.955 -2.895 0.05
H 4.515 -3.105 -3.594 0.05
H 4.765 -3.321 -1.824 0.04
H 6.609 -0.027 -0.591 0.05
H 5.187 -0.734 0.228 0.03
H 5.124 0.948 -0.408 0.03
O -0.713 -0.471 -2.242 0.06
C -1.366 -0.696 -1.189 -0.51
N -2.507 -1.264 -0.914 0.23
C -2.689 -1.496 0.546 -0.20
C -1.412 -0.834 1.103 -0.32
O -1.008 -0.737 2.217 0.15
N -0.723 -0.317 -0.033 0.05
C -3.964 -0.834 1.070 -0.15
C -5.066 -0.725 0.232 -0.03
C -6.252 -0.183 0.706 -0.05
C -6.343 0.249 2.018 -0.05
C -5.245 0.132 2.856 -0.04
C -4.057 -0.413 2.387 -0.02
C -2.654 -3.004 0.856 -0.14
C -2.093 -3.488 2.029 -0.03
C -2.134 -4.851 2.307 -0.05
C -2.738 -5.731 1.424 -0.05
C -3.303 -5.246 0.255 -0.04
C -3.264 -3.888 -0.028 -0.02
H -3.147 -1.575 -1.628 0.17
H -5.030 -1.071 -0.795 0.11
H -7.109 -0.108 0.048 0.12
H -7.270 0.667 2.388 0.12
H -5.311 0.459 3.886 0.12
H -3.214 -0.515 3.062 0.11
H -1.650 -2.811 2.751 0.11
H -1.704 -5.217 3.231 0.11
H -2.790 -6.787 1.655 0.12
H -3.788 -5.923 -0.437 0.12
H -3.745 -3.540 -0.934 0.11
```

Output
- HOMO: -15.2 eV
- Frontier orbital gap: 4.2 eV
- E_LUMO: -11.066 eV
- Energy relative to the best compared isomer or geometry (same formula, charge and spin): 25.5 kcal per mole
- Charge: +3

***

Entry 2:
The following is a DFT calculation (ωB97M-V/def2-TZVPD) of a molecular structure, C32H33BaBrClIN6O2S2.

```
79
Properties=species:S:1:pos:R:3:lowdin_charge:R:1
Ba -0.751 1.630 -1.060 1.99
C 1.837 3.256 2.627 -0.05
C 0.688 3.026 1.683 -0.30
N 0.842 2.965 0.404 -0.21
N 2.049 3.047 -0.137 -0.05
C 2.105 3.611 -1.340 -1.01
N 3.253 3.371 -2.063 0.05
S 0.985 4.743 -1.919 0.45
C -0.688 2.940 2.162 -0.22
C -1.069 3.417 3.426 -0.02
C -2.395 3.351 3.808 -0.08
C -3.327 2.808 2.935 -0.09
C -2.868 2.374 1.701 -0.25
N -1.604 2.436 1.321 -0.03
H 2.703 2.709 2.253 0.07
H 1.603 2.903 3.632 0.06
H 2.109 4.314 2.668 0.08
H 3.648 2.452 -1.913 0.07
H 3.133 3.588 -3.041 0.03
H -0.331 3.851 4.086 0.10
H -2.701 3.731 4.777 0.10
H -4.373 2.727 3.198 0.09
H -3.548 1.935 0.979 0.09
Cl -7.202 2.497 -5.328 0.61
C -5.875 2.462 -4.179 -0.63
C -5.923 3.293 -3.089 -0.21
C -4.886 3.283 -2.162 -0.62
I -4.951 4.598 -0.521 0.87
C -3.754 2.447 -2.254 -0.46
O -2.810 2.415 -1.409 -0.48
C -3.728 1.594 -3.436 -0.14
N -2.634 0.820 -3.576 0.11
C -2.512 0.063 -4.636 -0.13
C -3.497 -0.007 -5.637 -0.06
C -4.626 0.754 -5.513 -0.05
C -4.778 1.604 -4.396 -0.19
H -6.762 3.960 -2.954 0.08
H -1.593 -0.509 -4.713 0.11
H -3.356 -0.653 -6.494 0.09
H -5.404 0.727 -6.265 0.08
C 1.651 -5.616 2.939 -0.06
C 1.807 -4.201 3.521 -0.56
C 3.293 -3.937 3.806 -0.06
C 1.053 -4.135 4.850 -0.08
C 1.272 -3.185 2.514 -0.20
C 0.072 -2.509 2.681 -0.12
C -0.349 -1.622 1.713 -0.55
Br -2.086 -0.854 1.949 0.79
C 0.362 -1.259 0.535 -0.41
O -0.084 -0.336 -0.243 -0.51
C 1.573 -2.018 0.355 -0.08
C 1.956 -2.932 1.327 -0.02
C 2.505 -1.918 -0.867 -0.53
C 2.219 -0.744 -1.805 -0.08
C 2.386 -3.215 -1.684 -0.05
C 3.965 -1.754 -0.400 -0.06
H 2.048 -6.373 3.624 0.07
H 2.184 -5.694 1.990 0.08
H 0.597 -5.831 2.752 0.08
H 3.648 -4.574 4.622 0.07
H 3.445 -2.893 4.088 0.09
H 3.907 -4.142 2.929 0.07
H 1.473 -4.859 5.555 0.07
H -0.004 -4.372 4.722 0.08
H 1.135 -3.141 5.294 0.09
H -0.555 -2.647 3.550 0.08
H 2.864 -3.497 1.142 0.09
H 1.242 -0.827 -2.269 0.07
H 2.969 -0.716 -2.600 0.08
H 2.257 0.204 -1.269 0.07
H 1.367 -3.325 -2.062 0.09
H 2.625 -4.093 -1.079 0.07
H 3.067 -3.182 -2.539 0.08
H 4.043 -0.911 0.289 0.09
H 4.601 -1.550 -1.264 0.08
H 4.351 -2.646 0.099 0.06
S 2.321 1.574 -5.258 0.38
C 1.272 1.599 -4.021 -1.04
N 0.538 1.592 -3.108 -0.21
```

Output
- HOMO: -2.0 eV
- Frontier orbital gap: 5.7 eV
- E_LUMO: 3.717 eV
- Charge: -2

***

Entry 3:
The following is a DFT calculation (ωB97M-V/def2-TZVPD) of a molecular structure, C32H33Cl4NO2.

```
72
Properties=species:S:1:pos:R:3:lowdin_charge:R:1
C 3.210 -15.602 -13.224 -1.50
Cl 1.689 -16.115 -13.895 0.86
Cl 2.991 -13.838 -12.964 0.86
Cl 3.639 -16.381 -11.748 0.99
Cl 4.597 -15.824 -14.274 0.80
C 4.571 -18.672 -11.488 -0.09
N 4.918 -18.350 -10.078 -0.33
O 4.717 -19.166 -9.197 0.10
O 5.388 -17.221 -9.916 -0.10
H 3.624 -19.213 -11.507 0.10
H 5.378 -19.203 -11.993 0.09
H 4.371 -17.716 -11.972 -0.12
C -0.228 -17.100 -14.079 -0.25
C 0.412 -17.759 -13.017 -0.36
C -0.080 -18.944 -12.526 -0.07
C -1.309 -19.395 -12.972 -0.07
C -2.059 -18.718 -13.919 -0.07
C -1.504 -17.527 -14.398 -0.04
H 0.187 -16.205 -14.519 0.03
H 1.415 -17.489 -12.723 0.04
H 0.477 -19.441 -11.745 0.12
H -1.680 -20.346 -12.620 0.10
H -2.990 -19.064 -14.343 0.10
H -2.103 -17.086 -15.181 0.11
C 4.134 -14.526 -10.405 -0.25
C 5.145 -15.298 -9.780 -0.13
C 5.204 -15.327 -8.350 -0.05
C 4.418 -14.439 -7.652 -0.11
C 3.437 -13.664 -8.239 -0.07
C 3.307 -13.717 -9.642 -0.19
H 4.058 -14.364 -11.470 -0.03
H 5.808 -15.954 -10.325 0.07
H 5.878 -15.981 -7.816 0.10
H 4.440 -14.520 -6.575 0.10
H 2.913 -13.063 -7.510 0.10
H 2.458 -13.210 -10.076 0.01
C 1.008 -13.796 -10.869 -0.15
C 0.622 -14.083 -9.602 -0.09
C -0.005 -15.260 -9.308 -0.06
C -0.252 -16.231 -10.283 -0.03
C 0.082 -15.867 -11.575 -0.11
C 0.686 -14.670 -11.891 -0.17
H 1.322 -12.816 -11.195 0.08
H 0.755 -13.352 -8.818 0.12
H -0.417 -15.573 -8.360 0.10
H -0.792 -17.155 -10.136 0.11
H -0.019 -16.534 -12.418 0.00
H 0.963 -14.420 -12.905 0.01
C 3.897 -19.940 -13.365 -0.16
C 2.661 -19.457 -13.750 -0.06
C 2.502 -18.338 -14.569 -0.18
C 3.597 -17.770 -15.158 -0.24
C 4.838 -18.230 -14.687 -0.18
C 4.994 -19.311 -13.845 -0.14
H 3.905 -20.732 -12.631 0.13
H 1.808 -19.915 -13.271 0.09
H 1.508 -17.945 -14.721 0.05
H 3.532 -16.893 -15.785 0.07
H 5.694 -17.646 -14.990 0.07
H 5.945 -19.619 -13.436 0.12
C 3.625 -11.887 -11.152 -0.15
C 3.463 -11.800 -12.476 -0.35
C 2.414 -11.058 -13.014 -0.06
C 1.541 -10.430 -12.068 -0.08
C 1.702 -10.586 -10.731 -0.10
C 2.733 -11.336 -10.249 -0.11
H 4.483 -12.358 -10.695 0.13
H 4.091 -12.280 -13.213 0.06
H 2.384 -10.977 -14.091 0.11
H 0.740 -9.810 -12.444 0.10
H 0.998 -10.144 -10.041 0.12
H 2.797 -11.591 -9.202 0.11
```

Output
- HOMO: -7.9 eV
- Frontier orbital gap: 7.9 eV
- E_LUMO: 0.017 eV
- Energy relative to the best compared isomer or geometry (same formula, charge and spin): 512.6 kcal per mole

***

Entry 4:
The following is a DFT calculation (ωB97M-V/def2-TZVPD) of a molecular structure, C32H33Cl7NO3PtS.

```
78
Properties=species:S:1:pos:R:3:lowdin_charge:R:1
Pt 1.398 0.745 1.589 0.96
Cl 2.153 -2.900 2.519 0.76
C 2.643 -1.541 3.461 -0.67
C 2.333 -0.251 3.042 -0.35
C 2.888 0.761 3.816 -0.66
Cl 2.518 2.314 3.080 0.76
C 3.641 0.608 4.955 -0.71
Cl 4.249 1.978 5.802 0.68
C 3.887 -0.697 5.377 -0.71
Cl 4.807 -0.972 6.811 0.65
C 3.397 -1.761 4.623 -0.70
Cl 3.739 -3.373 5.138 0.66
Cl -0.148 0.942 -2.646 0.64
C -0.632 -0.221 -3.874 -1.00
Cl 0.629 -1.424 -4.200 0.55
H -0.845 0.305 -4.797 0.02
H -1.505 -0.754 -3.513 0.01
C 4.421 -1.064 -2.186 -0.05
C 3.174 -1.703 -1.631 -0.30
C 2.838 -3.015 -1.964 -0.07
C 1.673 -3.570 -1.454 -0.31
C 1.277 -4.982 -1.807 -0.06
C 0.858 -2.832 -0.606 -0.05
C 1.165 -1.503 -0.242 -0.34
C 2.348 -0.971 -0.802 -0.04
N 0.431 -0.727 0.620 -0.11
C -0.970 -0.996 0.971 -0.44
C -1.827 -1.279 -0.283 -0.09
C -3.292 -1.524 0.092 -0.29
C -3.869 -0.262 0.734 -0.13
C -3.054 0.066 1.985 -0.29
C -3.179 -1.086 2.984 -0.13
C -2.606 -2.357 2.353 -0.29
C -3.388 -2.692 1.079 -0.12
C -1.132 -2.131 2.004 -0.10
C -1.582 0.269 1.608 -0.11
H 4.850 -1.667 -2.987 0.07
H 5.179 -0.946 -1.408 0.08
H 4.204 -0.069 -2.580 0.08
H 3.476 -3.593 -2.625 0.10
H 2.041 -5.463 -2.419 0.07
H 0.339 -4.997 -2.367 0.07
H 1.132 -5.589 -0.910 0.07
H -0.008 -3.327 -0.195 0.09
H 2.601 0.063 -0.589 0.09
H -1.449 -2.133 -0.843 0.10
H -1.745 -0.407 -0.936 0.08
H -3.855 -1.766 -0.815 0.13
H -4.923 -0.413 0.996 0.11
H -3.820 0.571 0.025 0.12
H -3.429 0.989 2.438 0.14
H -4.229 -1.236 3.258 0.11
H -2.630 -0.848 3.901 0.12
H -2.686 -3.188 3.061 0.13
H -4.437 -2.892 1.322 0.11
H -2.980 -3.600 0.621 0.12
H -0.693 -3.059 1.637 0.09
H -0.569 -1.854 2.901 0.11
H -1.012 0.526 2.507 0.10
H -1.477 1.102 0.909 0.10
C -2.528 5.710 -4.218 -0.06
C -1.581 5.138 -3.197 -0.28
C -0.245 4.919 -3.505 -0.05
C 0.633 4.404 -2.558 -0.07
C 0.170 4.109 -1.291 -0.30
C -1.162 4.326 -0.960 -0.05
C -2.028 4.833 -1.911 -0.04
S 1.246 3.393 -0.082 0.42
O 2.552 3.273 -0.684 -0.32
O 1.161 4.213 1.109 -0.36
O 0.578 2.060 0.117 -0.54
H -2.141 5.582 -5.229 0.07
H -2.680 6.780 -4.053 0.08
H -3.505 5.229 -4.162 0.07
H 0.116 5.142 -4.503 0.11
H 1.671 4.214 -2.794 0.11
H -1.508 4.083 0.037 0.12
H -3.070 4.993 -1.657 0.11
```

Output
- HOMO: -4.1 eV
- Frontier orbital gap: 6.4 eV
- E_LUMO: 2.303 eV
- Energy relative to the best compared isomer or geometry (same formula, charge and spin): 11.7 kcal per mole
- Charge: -1

***

Entry 5:
The following is a DFT calculation (ωB97M-V/def2-TZVPD) of a molecular structure, C32H34AlN3O3S2Si.

```
76
Properties=species:S:1:pos:R:3:lowdin_charge:R:1
Al 0.180 -0.198 -0.105 -0.29
C -1.844 1.800 -3.122 -0.01
C -1.062 1.679 -1.842 -0.39
O -0.543 0.515 -1.630 -0.01
C -0.943 2.759 -1.000 -0.01
C -0.220 2.736 0.228 -0.29
C 0.004 4.018 0.972 -0.03
N 0.243 1.615 0.696 0.03
N 0.997 1.673 1.871 0.12
C 1.245 0.457 2.250 -0.40
O 0.807 -0.595 1.628 -0.04
C 2.078 0.233 3.455 -0.13
C 2.102 -1.027 4.042 -0.02
C 2.884 -1.258 5.163 -0.08
C 3.653 -0.234 5.696 -0.10
C 3.636 1.024 5.107 -0.09
C 2.852 1.259 3.991 -0.03
H -1.460 1.090 -3.850 0.08
H -2.891 1.557 -2.930 0.09
H -1.801 2.809 -3.529 0.08
H -1.383 3.696 -1.306 0.10
H -0.444 4.854 0.440 0.07
H -0.412 3.951 1.977 0.08
H 1.073 4.191 1.096 0.08
H 1.510 -1.818 3.603 0.10
H 2.896 -2.239 5.618 0.10
H 4.269 -0.416 6.568 0.10
H 4.239 1.822 5.519 0.10
H 2.826 2.232 3.522 0.11
C 3.489 -4.635 -2.071 -0.18
Si 4.139 -3.699 -0.591 0.51
C 3.399 -4.307 1.019 -0.17
C 6.004 -3.898 -0.522 -0.19
C 3.767 -1.855 -0.712 -0.22
C 4.767 -0.901 -0.587 -0.07
C 4.480 0.460 -0.508 -0.05
C 3.158 0.839 -0.526 -0.09
N 2.177 -0.049 -0.669 0.03
C 2.453 -1.362 -0.778 -0.64
S 0.996 -2.307 -0.924 0.80
H 3.757 -5.690 -2.004 0.03
H 3.919 -4.237 -2.990 0.03
H 2.407 -4.557 -2.145 0.00
H 3.438 -5.393 1.103 0.03
H 2.360 -3.987 1.090 0.00
H 3.941 -3.877 1.862 0.03
H 6.260 -4.957 -0.508 0.03
H 6.427 -3.447 0.375 0.03
H 6.494 -3.456 -1.390 0.03
H 5.799 -1.219 -0.529 0.09
H 5.261 1.198 -0.408 0.10
H 2.849 1.870 -0.426 0.12
O -1.554 -0.844 0.389 -0.41
S -2.527 -0.975 1.537 1.15
C -3.817 -1.982 0.837 -0.36
C -3.509 -2.929 -0.129 -0.05
C -4.534 -3.697 -0.652 -0.06
C -5.840 -3.517 -0.210 -0.07
C -6.132 -2.560 0.748 -0.07
C -5.114 -1.774 1.273 -0.08
C -1.857 -2.135 2.715 -0.36
C -0.975 -3.129 2.323 -0.06
C -0.527 -4.025 3.280 -0.06
C -0.948 -3.914 4.599 -0.07
C -1.818 -2.903 4.976 -0.07
C -2.276 -2.000 4.028 -0.08
H -2.492 -3.043 -0.477 0.12
H -4.314 -4.437 -1.410 0.11
H -6.635 -4.120 -0.626 0.11
H -7.150 -2.412 1.078 0.11
H -5.328 -1.011 2.007 0.11
H -0.611 -3.179 1.308 0.08
H 0.171 -4.799 2.995 0.11
H -0.584 -4.613 5.340 0.11
H -2.130 -2.807 6.006 0.11
H -2.942 -1.196 4.311 0.11
```

Output
- HOMO: -7.2 eV
- Frontier orbital gap: 7.2 eV
- E_LUMO: 0.063 eV
- Energy relative to the best compared isomer or geometry (same formula, charge and spin): 0.0 kcal per mole

***

Entry 6:
The following is a DFT calculation (ωB97M-V/def2-TZVPD) of a molecular structure, C32H34AsClRe.

```
69
Properties=species:S:1:pos:R:3:lowdin_charge:R:1
C -0.181 -0.388 -7.057 -0.19
C 1.207 0.133 -7.085 0.00
C -0.424 -1.801 -7.433 0.00
C -1.307 0.574 -7.120 0.00
Cl -0.316 -0.891 -3.626 -0.06
H -0.435 -1.943 -8.526 0.15
H -1.389 -2.159 -7.070 0.11
H 0.351 -2.465 -7.047 0.11
H 1.533 0.390 -8.106 0.15
H 1.925 -0.599 -6.712 0.11
H 1.313 1.044 -6.495 0.11
H -1.499 0.919 -8.148 0.15
H -1.112 1.469 -6.529 0.11
H -2.241 0.131 -6.769 0.11
C 1.213 -2.104 0.625 -0.20
C 0.625 -3.217 -0.015 -0.16
C 1.054 -3.233 -1.367 -0.14
H -0.025 -3.938 0.450 0.12
C 1.922 -2.131 -1.547 -0.17
C 2.019 -1.440 -0.326 -0.17
H 2.614 -0.564 -0.133 0.09
H 1.100 -1.832 1.660 0.07
H 0.784 -3.955 -2.118 0.12
H 2.380 -1.843 -2.476 0.11
C -2.361 -0.312 0.160 -0.21
C -2.226 -1.640 0.610 -0.14
C -2.519 -2.502 -0.472 -0.12
H -1.938 -1.947 1.602 0.11
C -2.835 -1.712 -1.592 -0.15
C -2.729 -0.355 -1.209 -0.15
H -2.893 0.495 -1.847 0.12
H -2.239 0.578 0.753 0.05
H -2.494 -3.579 -0.447 0.13
H -3.069 -2.071 -2.579 0.11
Re -0.417 -1.261 -1.102 1.23
C -0.458 4.387 4.136 -0.07
C -0.663 4.428 2.760 -0.08
C -0.377 3.308 1.980 -0.14
C 0.109 2.118 2.553 -0.40
C 0.338 2.099 3.957 -0.08
C 0.047 3.230 4.733 -0.05
As 0.298 0.652 1.188 1.37
C 2.186 0.718 1.817 -0.41
C 3.154 1.467 1.128 -0.12
C 4.464 1.549 1.621 -0.05
C 4.812 0.898 2.810 -0.06
C 3.856 0.163 3.506 -0.05
C 2.555 0.073 3.012 -0.12
C -1.163 0.151 2.661 -0.34
C -0.898 -0.982 3.478 -0.15
C -1.763 -1.391 4.497 -0.07
C -2.917 -0.671 4.765 -0.06
C -3.206 0.473 4.032 -0.04
C -2.347 0.897 3.010 -0.09
H -0.697 5.254 4.739 0.11
H -1.060 5.321 2.294 0.11
H -0.569 3.357 0.915 0.08
H 0.691 1.217 4.463 0.10
H 0.195 3.204 5.804 0.11
H 2.891 1.986 0.217 0.11
H 5.209 2.122 1.088 0.11
H 5.820 0.969 3.197 0.11
H 4.116 -0.334 4.432 0.11
H 1.841 -0.496 3.580 0.08
H -0.032 -1.589 3.343 0.07
H -1.529 -2.273 5.079 0.11
H -3.586 -0.998 5.555 0.12
H -4.099 1.041 4.256 0.12
H -2.611 1.802 2.486 0.11
```

Output
- Multiplicity: 4
- HOMO (spin up / spin down): -12.5 / -12.5 eV
- Frontier orbital gap (spin up / spin down): 4.5 / 4.6 eV
- E_LUMO (spin up / spin down): -7.950 / -7.930 eV
- Energy relative to the best compared isomer or geometry (same formula, charge and spin): 49.2 kcal per mole
- Charge: +2